63
Properties=species:S:1:pos:R:3:mulliken_spin:R:1 method="wB97M-V/def2-TZVPD" mol_weight_g_mol=575.0 homo_ha="-0.197 / -0.287" multiplicity=2
Cd 0.59 0.21 -1.77 0.74
C -1.71 -3.99 2.70 0.00
C -1.29 -4.19 1.27 0.01
O -1.71 -3.03 0.52 -0.01
P -0.97 -2.65 -0.85 0.06
S -1.89 -1.10 -1.64 0.04
S 1.00 -2.43 -0.59 0.03
O -1.25 -4.00 -1.67 0.00
C -0.73 -4.12 -3.01 0.01
C -1.26 -5.41 -3.60 0.00
H -1.44 -4.86 3.29 0.00
H -2.79 -3.84 2.77 0.00
H -1.22 -3.11 3.13 0.00
H -1.76 -5.07 0.83 0.00
H -0.21 -4.29 1.18 0.00
H 0.36 -4.11 -2.96 0.00
H -1.06 -3.25 -3.59 0.00
H -0.94 -6.26 -3.00 0.00
H -0.87 -5.53 -4.61 0.00
H -2.35 -5.39 -3.64 0.00
N 1.19 0.73 0.52 0.11
C 2.08 1.85 0.78 0.00
C 1.57 3.10 0.07 -0.01
N 1.47 2.88 -1.37 0.08
H 0.24 0.94 0.83 -0.01
H 1.49 -0.14 0.93 -0.01
H 3.08 1.60 0.40 0.00
H 2.19 2.07 1.85 0.00
H 2.21 3.95 0.34 0.01
H 0.57 3.32 0.44 0.00
H 2.35 3.05 -1.84 -0.02
H 0.76 3.45 -1.80 -0.03
O -1.44 1.98 0.04 -0.02
C -2.54 1.65 0.45 0.01
C -2.77 0.47 1.36 0.00
C -3.21 1.05 2.73 0.00
C -2.71 2.47 3.05 0.00
C -3.54 3.63 2.46 0.00
C -3.46 3.78 0.94 0.00
N -3.65 2.48 0.29 0.00
H -1.84 -0.10 1.42 0.00
H -3.52 -0.20 0.95 0.00
H -2.86 0.37 3.51 0.00
H -4.30 1.05 2.80 0.00
H -1.66 2.58 2.76 0.00
H -2.72 2.59 4.14 0.00
H -3.25 4.57 2.93 0.00
H -4.59 3.46 2.74 0.00
H -2.48 4.16 0.63 0.00
H -4.21 4.48 0.58 0.00
H -4.49 2.03 0.64 0.00
N 6.57 3.36 -3.30 0.00
C 6.07 2.45 -2.81 0.00
C 5.44 1.32 -2.18 0.00
C 6.03 0.69 -1.09 0.01
C 5.37 -0.39 -0.53 -0.01
C 4.15 -0.78 -1.08 0.01
N 3.58 -0.18 -2.12 -0.02
C 4.22 0.85 -2.66 0.04
H 6.98 1.03 -0.70 0.00
H 5.78 -0.92 0.31 0.00
H 3.60 -1.62 -0.66 0.00
H 3.74 1.32 -3.51 -0.02